(1)
{"formula": "C4H7Cl", "method": "wB97M-V/def2-TZVPD", "e_homo_ev": -9.3, "smiles": "C/C=C\\CCl", "max_force_ev_per_a": 5.5, "energy_ha": -616.6868, "e_above_lowest_kcal_mol": 56.94, "species": ["C", "C", "C", "C", "H", "H", "H", "H", "H", "H", "H", "Cl"], "coordinates": [[-1.358427, -0.930409, -0.087145], [-0.916990, 0.318517, -0.699098], [0.335308, 0.762537, -0.315327], [1.424561, 0.375727, 0.521201], [-0.522447, -1.618793, 0.216060], [-2.011445, -1.444901, -0.779468], [-2.007270, -1.075330, 0.963728], [-1.509233, 1.130482, -1.065553], [0.540596, 1.731860, -0.604371], [1.962317, 1.417867, 0.594674], [1.465262, -0.149613, 1.744918], [2.597766, -0.517945, -0.489621]], "forces_ev_per_a": [[-1.9, -3.0, 2.4], [3.8, 1.2, 3.6], [-4.7, -0.5, -1.3], [3.6, 0.4, 4.1], [-0.5, 0.8, -0.9], [-0.1, -0.6, -0.2], [1.4, 1.6, -2.5], [-0.7, -0.3, -0.8], [0.1, 1.9, -1.3], [-0.7, -2.3, 0.9], [-0.8, 1.5, -4.1], [0.4, -0.7, -0.1]]}

=====

(2)
{"formula": "C4H7Cl2", "method": "wB97M-V/def2-TZVPD", "e_homo_ev": [-7.2, -9.7], "max_force_ev_per_a": 2.0, "energy_ha": -1076.8157, "e_above_lowest_kcal_mol": 46.45, "spin_multiplicity": 2, "species": ["Cl", "Cl", "C", "C", "C", "C", "H", "H", "H", "H", "H", "H", "H"], "coordinates": [[-0.295069, 1.702946, 1.761774], [-0.269236, 0.860795, -0.086595], [3.627979, -0.993893, 1.980194], [2.678887, -0.072327, 1.269195], [3.122506, 0.388272, -0.175862], [1.917130, -0.317449, 0.067992], [3.171330, -1.491671, 2.843381], [3.986904, -1.774271, 1.304068], [4.496200, -0.423820, 2.351441], [2.207546, 0.661371, 1.929029], [3.126139, 1.466085, -0.252355], [4.023631, -0.100993, -0.586305], [1.379944, -1.090534, -0.459090]], "forces_ev_per_a": [[-0.1, -0.3, -0.8], [-1.3, 1.2, 0.8], [0.1, -0.5, 0.3], [0.4, 0.3, -0.3], [1.1, 0.9, 1.2], [-0.1, -1.9, -0.7], [0.0, 0.1, -0.1], [0.0, 0.1, 0.1], [-0.3, -0.2, -0.1], [0.5, 0.2, -0.2], [-0.1, 0.3, -0.5], [-0.5, 0.2, 0.2], [0.3, -0.3, 0.3]]}

=====

(3)
{"formula": "C4H7ClFN", "method": "wB97M-V/def2-TZVPD", "e_homo_ev": -8.4, "smiles": "CN[C@@H]1[C@H](F)[C@H]1Cl", "max_force_ev_per_a": 2.0, "energy_ha": -771.3569, "e_above_lowest_kcal_mol": 26.02, "species": ["C", "C", "C", "C", "H", "H", "H", "H", "H", "H", "H", "N", "F", "Cl"], "coordinates": [[-2.656322, -0.491898, -0.430077], [-0.320189, -0.464579, 0.678762], [0.681450, -0.061092, -0.367875], [0.069431, 0.957049, 0.477088], [-3.584633, -0.526206, 0.188798], [-2.568550, 0.556738, -0.686451], [-2.856050, -1.062592, -1.347906], [-1.554072, -2.061138, 0.275290], [0.166409, -0.920888, 1.519868], [0.450526, -0.248757, -1.394502], [0.660845, 1.452833, 1.222744], [-1.561350, -1.029636, 0.302743], [-0.818427, 1.808693, -0.132979], [2.407917, -0.346921, -0.167507]], "forces_ev_per_a": [[-1.5, 0.4, 0.0], [-0.1, -0.4, -0.5], [1.4, -0.5, -0.5], [-1.0, 0.6, -0.5], [0.4, -0.1, -0.4], [0.4, 0.0, -0.1], [0.1, 0.2, 0.1], [0.2, 1.1, 0.1], [-0.2, -0.2, 0.6], [-0.6, 0.4, -0.3], [0.2, 0.1, 0.2], [0.5, -1.8, 0.8], [0.0, 0.2, 0.2], [0.3, -0.1, 0.3]]}

=====

(4)
{"formula": "C4H7ClN", "method": "wB97M-V/def2-TZVPD", "e_homo_ev": [-11.8, -14.7], "max_force_ev_per_a": 2.8, "energy_ha": -671.0923, "e_above_lowest_kcal_mol": 130.90, "total_charge": 1, "species": ["C", "C", "C", "C", "N", "Cl", "H", "H", "H", "H", "H", "H", "H"], "coordinates": [[0.309040, 1.646542, 0.302768], [1.235530, -0.548440, 0.963304], [-0.818594, 2.192892, 1.130902], [-0.273917, -2.905904, -2.107322], [0.842620, 0.487304, 0.555036], [2.413405, -1.188443, 1.993481], [0.663041, 2.075864, -0.605084], [-0.559198, 2.154939, 2.223255], [-1.737277, 1.572566, 0.916783], [-0.949171, 3.258941, 0.800477], [-0.089915, -1.906261, -2.398565], [-1.273889, -3.330490, -2.406604], [0.238322, -3.509514, -1.368433]], "forces_ev_per_a": [[-0.7, -1.0, 0.5], [1.7, -1.5, 1.4], [0.4, 0.5, -0.2], [-2.2, -1.7, 0.1], [-0.4, 1.3, 0.2], [-1.3, 0.5, -1.2], [0.1, 0.6, -0.5], [-0.4, -0.1, -1.0], [0.8, 0.7, 0.3], [-0.2, -1.1, 0.5], [0.6, 0.7, -0.1], [1.3, 0.6, 0.2], [0.4, 0.4, -0.2]]}

=====

(5)
{"formula": "C4H7ClN2", "method": "wB97M-V/def2-TZVPD", "e_homo_ev": [-10.6, -10.6], "max_force_ev_per_a": 3.8, "energy_ha": -726.1745, "e_above_lowest_kcal_mol": 104.19, "species": ["C", "C", "C", "C", "N", "N", "Cl", "H", "H", "H", "H", "H", "H", "H"], "coordinates": [[-2.324594, 1.515190, 0.001926], [-0.180803, -0.027484, 1.259389], [0.360498, 0.190667, -1.249622], [-0.636407, -0.205942, -0.212609], [-2.538579, 2.573014, 0.410173], [-1.905586, 0.443855, -0.540243], [-3.624478, -1.087889, 0.143077], [-0.648600, -0.619623, 2.002512], [0.918980, -0.216806, 1.348881], [-0.263487, 1.014585, 1.552145], [-0.242386, 0.090319, -2.133091], [1.006665, -0.742392, -1.159101], [0.905106, 1.086445, -1.330932], [-0.860641, -1.265057, -0.432302]], "forces_ev_per_a": [[0.2, 1.0, 0.9], [1.7, 0.7, -1.1], [0.2, -3.3, -0.8], [-0.8, -0.4, 2.6], [-0.5, 1.0, 0.4], [-1.7, -3.3, -0.7], [1.9, 1.6, -0.6], [-0.8, -0.7, 0.4], [-0.8, -0.1, -0.3], [-0.2, 0.3, 0.0], [0.3, -0.1, -1.0], [0.0, 1.6, -0.7], [0.5, 1.2, 0.8], [0.2, 0.5, 0.2]]}

=====

(6)
{"formula": "C4H7ClN2S", "method": "wB97M-V/def2-TZVPD", "e_homo_ev": -8.5, "smiles": "C/N=C/N(S)/C=C\\Cl", "max_force_ev_per_a": 6.4, "energy_ha": -1124.3462, "e_above_lowest_kcal_mol": 98.45, "species": ["C", "C", "C", "C", "H", "H", "H", "H", "H", "H", "H", "N", "N", "S", "Cl"], "coordinates": [[2.060755, 0.658422, -1.451868], [0.176539, 0.328182, -0.270746], [-1.455779, -0.486321, 1.325394], [-1.768445, -1.804966, 1.247454], [1.710648, 0.938176, -2.638741], [3.130972, 1.164541, -1.409273], [2.496158, -0.449147, -1.565541], [0.410410, -0.862601, -0.288634], [-0.189314, 2.364594, 0.384351], [-1.817045, -0.077509, 2.271007], [-1.844603, -2.313918, 2.144732], [1.018444, 1.243598, -0.655660], [-1.004624, 0.384597, 0.326067], [-1.638208, 1.891546, 0.447857], [-1.285909, -2.979194, 0.133602]], "forces_ev_per_a": [[3.5, 0.8, -5.2], [3.6, -4.6, -0.6], [-1.1, -2.3, -0.2], [2.0, 1.9, -0.2], [1.2, -0.9, 3.1], [-2.5, -0.2, 0.4], [-2.2, 1.6, 1.2], [0.2, 2.7, -0.4], [-2.7, 0.2, 0.2], [0.5, 0.5, -0.4], [-1.1, -0.4, 1.9], [-2.0, -2.5, 0.8], [-1.4, -0.1, 0.9], [1.8, 3.7, 0.1], [0.1, -0.4, -1.6]]}

=====

(7)
{"formula": "C4H7ClO2S2", "method": "wB97M-V/def2-TZVPD", "e_homo_ev": [-8.0, -9.6], "max_force_ev_per_a": 3.5, "energy_ha": -1563.5424, "e_above_lowest_kcal_mol": 0.00, "spin_multiplicity": 3, "species": ["C", "C", "C", "C", "O", "O", "S", "S", "Cl", "H", "H", "H", "H", "H", "H", "H"], "coordinates": [[-0.636988, -0.480592, -0.853538], [0.361892, 0.445422, -0.137164], [0.463685, 0.245946, 1.410114], [1.812273, 0.105116, -0.655500], [-3.981105, -0.286964, 0.911685], [-1.755515, -0.691830, -0.028188], [0.080615, 2.155954, -0.593667], [-3.244240, -0.218563, -0.298653], [2.457433, -1.508447, -0.512553], [-0.921623, 0.019757, -1.847232], [-0.255560, -1.483535, -0.971641], [-0.515273, 0.458057, 1.955059], [1.107419, 1.035447, 1.840215], [0.888069, -0.749663, 1.546085], [2.533539, 0.657194, -0.046815], [1.605382, 0.296702, -1.718207]], "forces_ev_per_a": [[-0.5, 1.2, -0.7], [1.4, -1.2, 1.1], [-1.7, 1.5, 0.2], [-1.5, 1.1, -0.5], [-1.1, -0.2, 2.5], [0.3, -0.6, 1.3], [-0.2, 0.0, 0.4], [0.2, 0.8, -3.4], [-0.2, -1.3, 0.1], [0.3, -1.0, 1.2], [0.6, -0.1, -0.5], [1.1, -0.9, -0.8], [0.2, -0.6, -0.4], [-0.3, 0.1, 0.5], [-0.3, 0.8, -1.0], [1.6, 0.3, 0.1]]}

=====

(8)
{"formula": "C4H7ClOS", "method": "wB97M-V/def2-TZVPD", "e_homo_ev": [-5.4, -10.2], "max_force_ev_per_a": 4.3, "energy_ha": -1090.0176, "e_above_lowest_kcal_mol": 5.89, "spin_multiplicity": 3, "species": ["C", "C", "C", "C", "O", "S", "Cl", "H", "H", "H", "H", "H", "H", "H"], "coordinates": [[-1.811979, 2.448429, -0.411081], [0.266901, -0.668421, -0.379634], [-1.547625, -1.844692, 1.026298], [-0.765543, -0.493968, 0.717778], [-0.805512, 2.988813, -0.114347], [-2.084502, 0.729805, -0.070915], [0.097195, 0.071249, 2.081076], [-2.601260, 2.851129, -1.052741], [-0.085839, -1.591118, -0.857039], [1.202833, -0.712697, 0.031096], [0.143708, 0.055614, -1.194564], [-0.768358, -2.587150, 1.207782], [-2.171612, -1.624816, 1.846970], [-2.311366, -1.992948, 0.255100]], "forces_ev_per_a": [[-2.1, 0.0, -1.3], [-3.8, -0.8, -1.8], [0.9, 2.3, -0.8], [0.6, -3.5, -0.5], [1.5, 1.1, 0.8], [-0.7, 0.5, 1.0], [-0.1, 0.9, 1.6], [0.1, 0.6, -0.6], [0.9, -0.2, -0.2], [2.4, -0.2, 0.5], [0.5, 0.5, 0.2], [-0.7, -0.4, -0.1], [-0.4, -0.2, 1.6], [0.8, -0.7, -0.5]]}